1.
2 unconnected molecules or ions with the total composition C3H3N3, computed with wB97M-V/def2-TZVPD.

The geometry in ORCA input format:
```
! wB97M-V def2-TZVPD RIJCOSX def2/J DEFGRID3
* xyz 0 1
C -0.463 -0.577 0.673
C 0.217 0.455 1.075
C -1.209 -1.149 -0.242
N 0.671 0.121 -1.556
N 1.282 0.909 -1.103
N 0.914 1.437 1.037
H -1.179 -2.253 -0.589
H -2.005 -0.618 -0.808
H 1.771 1.677 1.513
*
```

## Properties
frontier orbital gap	8.5	eV
M	81.08	g mol⁻¹
relative energy (zero: lowest compared OMol25 entry of this formula, charge and spin)	295.8	kJ/mol

How positive or negative is each atom? The Löwdin charges in e answer that:
1 C -0.151
2 C -0.260
3 C -0.053
4 N 0.066
5 N 0.040
6 N 0.117
7 H 0.086
8 H 0.067
9 H 0.086



2.
C3H3N3 in the gas phase, computed with wB97M-V/def2-TZVPD.

The geometry in ORCA input format:
```
! wB97M-V def2-TZVPD RIJCOSX def2/J DEFGRID3
* xyz 0 1
C 0.725 -0.184 -0.037
C -0.259 1.012 -0.064
C -1.260 -0.873 0.001
H 2.394 0.655 0.129
H 0.074 2.020 -0.124
H -2.144 -1.539 0.026
N 2.001 -0.301 0.037
N -1.446 0.557 0.071
N -0.085 -1.346 -0.039
*
```

## Properties
frontier orbital gap	9.5	eV
M	81.08	g mol⁻¹
relative energy (zero: lowest compared OMol25 entry of this formula, charge and spin)	123.4	kJ/mol

How positive or negative is each atom? The Löwdin charges in e answer that:
1 C -0.404
2 C -0.062
3 C -0.191
4 H 0.065
5 H 0.099
6 H 0.121
7 N 0.183
8 N 0.086
9 N 0.104



3.
C3H3N3O in the gas phase, computed with wB97M-V/def2-TZVPD.

The geometry in ORCA input format:
```
! wB97M-V def2-TZVPD RIJCOSX def2/J DEFGRID3
* xyz 0 1
N -1.371 -1.419 -0.430
C -0.379 -0.554 -0.109
N 0.236 -2.036 -1.389
N 0.779 -1.323 -0.643
O 2.160 0.682 0.529
C 1.101 1.266 0.653
C -0.220 0.705 0.354
H -2.312 -1.016 -0.467
H 1.080 2.320 0.996
H -1.096 1.339 0.469
*
```

## Properties
frontier orbital gap (spin up / spin down)	7.6 / 7.6	eV
M	97.08	g mol⁻¹
relative energy (zero: lowest compared OMol25 entry of this formula, charge and spin)	481.2	kJ/mol

How positive or negative is each atom? The Löwdin charges in e answer that:
1 N 0.080
2 C -0.396
3 N 0.264
4 N 0.079
5 O 0.011
6 C -0.293
7 C -0.031
8 H 0.067
9 H 0.113
10 H 0.106



4.
C3H3N3O in the gas phase, computed with wB97M-V/def2-TZVPD.

The geometry in ORCA input format:
```
! wB97M-V def2-TZVPD RIJCOSX def2/J DEFGRID3
* xyz 0 1
C 2.407 0.555 0.893
C 0.460 0.564 -0.404
C -0.874 0.158 -0.716
N 3.465 0.754 1.308
N -1.754 -1.539 0.685
N 1.209 0.210 0.575
O -1.779 -0.670 -0.292
H 0.818 1.290 -1.147
H -1.290 0.686 -1.569
H -2.662 -2.009 0.669
*
```

## Properties
frontier orbital gap (spin up / spin down)	8.0 / 8.1	eV
M	97.08	g mol⁻¹
relative energy (zero: lowest compared OMol25 entry of this formula, charge and spin)	549.7	kJ/mol

How positive or negative is each atom? The Löwdin charges in e answer that:
1 C -0.367
2 C -0.116
3 C -0.094
4 N 0.143
5 N 0.128
6 N 0.091
7 O -0.100
8 H 0.128
9 H 0.121
10 H 0.067



5.
A molecular structure, C3H3N3O, computed with wB97M-V/def2-TZVPD.

The geometry in ORCA input format:
```
! wB97M-V def2-TZVPD RIJCOSX def2/J DEFGRID3
* xyz 0 1
C 1.064 -0.616 0.105
C -0.395 0.786 0.064
C -0.515 -0.564 -0.040
H 1.372 -1.088 1.037
H 1.806 -1.066 -0.728
H 1.405 1.373 -0.729
N 0.999 0.859 0.151
N -1.629 1.329 0.059
N -1.704 -1.080 -0.007
O -2.404 0.067 0.087
*
```

## Properties
frontier orbital gap	10.5	eV
M	97.08	g mol⁻¹
relative energy (zero: lowest compared OMol25 entry of this formula, charge and spin)	556.0	kJ/mol

How positive or negative is each atom? The Löwdin charges in e answer that:
1 C -0.085
2 C -0.358
3 C -0.243
4 H 0.099
5 H 0.154
6 H 0.178
7 N 0.037
8 N 0.203
9 N 0.146
10 O -0.132



6.
C3H3N3O in the gas phase, computed with wB97M-V/def2-TZVPD.

The geometry in ORCA input format:
```
! wB97M-V def2-TZVPD RIJCOSX def2/J DEFGRID3
* xyz 0 1
C -0.895 -0.266 -0.026
C -0.226 1.004 0.004
C 1.284 -1.241 0.021
H -2.509 0.706 0.084
H -0.731 2.032 0.089
H 2.136 -1.811 -0.244
N -2.124 -0.378 -0.087
N 1.059 1.267 0.092
N 0.066 -1.405 0.163
O 1.941 0.092 -0.097
*
```

## Properties
frontier orbital gap	9.9	eV
M	97.08	g mol⁻¹
relative energy (zero: lowest compared OMol25 entry of this formula, charge and spin)	401.6	kJ/mol

How positive or negative is each atom? The Löwdin charges in e answer that:
1 C -0.440
2 C -0.114
3 C -0.122
4 H 0.142
5 H 0.140
6 H 0.119
7 N 0.144
8 N 0.102
9 N 0.144
10 O -0.115



7.
2 unconnected molecules or ions with the total composition C3H3N3O, computed with wB97M-V/def2-TZVPD.

The geometry in ORCA input format:
```
! wB97M-V def2-TZVPD RIJCOSX def2/J DEFGRID3
* xyz 0 1
C -1.384 -1.347 0.014
C -0.917 1.688 0.046
C 1.042 0.130 0.191
N -1.955 -2.331 -0.139
N -1.740 2.515 -0.160
N -0.113 0.857 0.637
O 0.943 -0.472 -1.037
H 1.258 -0.512 1.027
H 1.896 0.883 0.310
H 0.969 -1.412 -0.890
*
```

## Properties
frontier orbital gap (spin up / spin down)	6.4 / 6.3	eV
M	97.08	g mol⁻¹
relative energy (zero: lowest compared OMol25 entry of this formula, charge and spin)	687.7	kJ/mol

How positive or negative is each atom? The Löwdin charges in e answer that:
1 C -0.126
2 C -0.308
3 C -0.350
4 N -0.014
5 N 0.227
6 N 0.181
7 O -0.003
8 H 0.125
9 H 0.181
10 H 0.087



8.
C3H3N3O in the gas phase, computed with wB97M-V/def2-TZVPD.

The geometry in ORCA input format:
```
! wB97M-V def2-TZVPD RIJCOSX def2/J DEFGRID3
* xyz 0 1
O -1.186 0.842 1.591
C -1.095 1.197 0.463
N 0.247 -0.519 1.509
N 1.087 -0.440 0.592
C 0.757 -0.603 -0.738
C -0.312 -0.023 -1.350
N -1.134 0.885 -0.718
H 0.653 -0.063 2.349
H 1.565 -1.045 -1.313
H -0.582 -0.231 -2.384
*
```

## Properties
frontier orbital gap	8.5	eV
M	97.08	g mol⁻¹
relative energy (zero: lowest compared OMol25 entry of this formula, charge and spin)	428.9	kJ/mol

How positive or negative is each atom? The Löwdin charges in e answer that:
1 O 0.091
2 C -0.272
3 N 0.071
4 N -0.049
5 C -0.142
6 C -0.127
7 N 0.122
8 H 0.103
9 H 0.098
10 H 0.103



9.
C3H3N3O in the gas phase, computed with wB97M-V/def2-TZVPD.

The geometry in ORCA input format:
```
! wB97M-V def2-TZVPD RIJCOSX def2/J DEFGRID3
* xyz 0 1
N -0.327 -1.092 0.553
C -0.121 0.043 -0.156
N 0.824 -1.669 0.882
N 1.783 -0.916 0.439
O -2.065 1.245 0.322
C -1.084 1.121 -0.376
C 1.244 0.134 -0.228
H -1.200 -1.542 0.790
H -0.791 1.851 -1.160
H 1.841 0.912 -0.685
*
```

## Properties
frontier orbital gap	10.3	eV
M	97.08	g mol⁻¹
relative energy (zero: lowest compared OMol25 entry of this formula, charge and spin)	151.6	kJ/mol

How positive or negative is each atom? The Löwdin charges in e answer that:
1 N 0.058
2 C -0.236
3 N 0.005
4 N 0.004
5 O 0.062
6 C -0.211
7 C -0.094
8 H 0.169
9 H 0.131
10 H 0.112



10.
A molecular structure, C3H3N3O, computed with wB97M-V/def2-TZVPD.

The geometry in ORCA input format:
```
! wB97M-V def2-TZVPD RIJCOSX def2/J DEFGRID3
* xyz 0 1
O -1.288 0.536 1.236
C -0.435 0.198 0.243
C -0.928 -0.699 -0.855
N 0.064 -1.513 -0.851
N 0.676 -0.852 0.333
C 1.464 0.277 -0.070
N 0.586 1.213 -0.094
H -0.864 1.219 1.777
H -1.811 -0.721 -1.484
H 2.536 0.342 -0.235
*
```

## Properties
frontier orbital gap	10.4	eV
M	97.08	g mol⁻¹
relative energy (zero: lowest compared OMol25 entry of this formula, charge and spin)	379.2	kJ/mol

How positive or negative is each atom? The Löwdin charges in e answer that:
1 O 0.087
2 C -0.562
3 C -0.047
4 N 0.123
5 N 0.026
6 C -0.143
7 N 0.166
8 H 0.118
9 H 0.114
10 H 0.118